1.
50
Properties=species:S:1:pos:R:3:forces:R:3 method="wB97M-V/def2-TZVPD" e_homo_ev=-9.3951 smiles="NC(N)=O.NC(N)=O.NC(N)=O.NC(N)=O.CO.CO.CO" homo_lumo_gap_ev=9.72 lumo_ev=0.321
O -5.4971 -15.5720 4.4814 -0.4 -1.0 -0.7
N -5.0235 -12.6792 1.3687 1.8 -0.3 -0.3
H -1.4804 -14.6622 4.2232 -0.9 1.3 -0.5
C -7.0631 -12.7473 4.5162 -0.1 0.6 1.7
N -7.3590 -14.2474 -2.0863 0.0 -0.9 -0.3
H -2.4594 -15.2838 1.5726 0.4 0.3 0.3
C -5.8267 -12.2489 0.3972 -1.6 0.0 0.7
C -4.3584 -18.4627 0.2978 -1.6 -0.1 1.8
N -6.1940 -17.4421 3.2942 -1.1 -0.6 -0.1
H -7.6883 -13.8193 0.2860 -0.1 -0.1 0.4
H -5.8347 -17.3499 -0.3583 -0.1 0.3 1.4
H -1.2141 -16.1975 4.6701 0.6 0.4 0.1
H -6.9838 -14.5060 -2.9854 0.1 0.2 0.0
H -5.6628 -17.2875 2.4413 0.4 0.4 0.2
H -4.0709 -14.6814 3.7125 -0.8 0.6 1.2
H -7.2655 -15.4082 0.8852 -0.1 0.5 -0.2
H 1.6480 -14.4031 2.5439 0.4 -0.3 -0.3
H -4.7280 -19.4605 0.1060 -0.1 -0.4 -0.5
C 0.3110 -15.4704 3.6776 1.2 -0.8 0.4
C -3.2590 -15.3907 2.3070 -0.1 -0.1 -1.9
H -7.5510 -15.7805 5.6985 0.3 -0.1 0.3
H -7.3696 -13.1600 3.5917 -0.5 -0.8 -0.8
N 0.7937 -14.3474 3.0450 -1.0 0.4 0.1
O -5.4673 -17.5842 0.5497 0.2 -0.4 -1.3
H -7.8036 -17.5076 5.5891 0.9 1.3 -1.0
N -7.3434 -16.6405 5.2255 0.0 -1.4 -0.6
N -7.5956 -14.8090 0.1301 0.9 -2.0 -1.5
H -7.2331 -13.2766 -1.8172 0.1 -0.3 0.0
H -3.7711 -18.0969 -0.5035 1.0 0.3 -0.6
H -4.1564 -15.4154 1.6661 0.0 -0.1 0.3
H -5.1311 -12.3070 2.2852 -0.2 -0.1 0.7
C -6.2677 -16.5323 4.3077 -0.6 0.7 0.9
H -4.0742 -12.9373 1.1148 -0.4 0.2 0.1
O 0.8683 -16.5599 3.7204 0.6 0.4 -0.9
H -6.9729 -10.7940 4.6583 -0.1 0.3 0.2
H -7.5977 -11.4686 0.2355 -1.0 0.9 -1.0
H 0.1726 -13.5710 2.8226 0.4 -0.5 0.3
H -3.1431 -16.3892 2.7349 0.0 0.2 0.5
N -7.1402 -11.9597 0.9536 1.8 0.3 0.0
O -6.4868 -11.4785 4.2115 0.5 0.1 -0.4
H -7.9493 -12.5848 5.1863 0.7 -0.5 -0.5
H -6.3040 -13.3936 5.0019 -0.6 0.3 -0.3
H -7.0307 -11.3275 1.7527 -0.3 -0.5 0.0
O -5.6010 -12.2368 -0.7943 -0.2 -0.1 -0.1
O -3.3381 -14.3015 3.2208 0.4 -1.0 -0.5
O -6.5414 -16.3068 -1.3798 -2.0 2.2 -0.1
H -3.8747 -18.5514 1.2675 0.8 0.2 -0.2
H -7.0241 -17.9991 3.0248 0.7 0.7 0.8
N -0.7717 -15.2989 4.4606 -1.3 -1.1 0.9
C -7.1379 -15.2193 -1.1409 1.0 0.0 1.2

***

2.
42
Properties=species:S:1:pos:R:3:forces:R:3 method="wB97M-V/def2-TZVPD" e_homo_ev=-9.2526 smiles=CO.CO.CO.CO.CO.CO.CO homo_lumo_gap_ev=9.74 lumo_ev=0.489
H -2.2520 -31.8440 14.5320 0.6 -0.3 -0.1
O -1.0230 -32.5880 10.7080 2.0 -1.1 2.1
H -3.9530 -33.1940 13.4430 0.3 -0.5 -0.1
H -2.3520 -31.0930 12.4770 0.0 0.6 0.4
C -7.2250 -33.1850 13.0640 -1.3 1.2 -0.7
H -5.0430 -34.4380 9.5630 0.2 0.4 0.0
H -2.5470 -34.5700 11.9120 0.0 -0.4 -0.7
H 0.1670 -32.3620 16.1910 -0.8 0.5 -0.3
H 1.4510 -32.4540 15.1240 1.3 0.1 -0.4
H -5.3340 -34.6190 11.2530 1.1 0.0 0.4
C -2.5900 -30.4240 13.3430 2.6 1.3 -2.4
H 0.0320 -33.0870 13.4220 -1.3 1.4 1.0
O -2.2050 -34.0450 12.6410 -0.8 -0.4 1.5
C -1.5820 -32.1270 9.5560 -0.4 -2.1 -0.5
H -3.9580 -34.9360 13.5420 0.2 -0.8 -0.4
H -0.9000 -32.0460 8.7240 0.6 0.5 0.2
H -3.9290 -32.4020 10.5830 0.2 0.4 -0.1
H -2.1690 -31.3230 9.7510 -1.2 3.4 0.2
O -3.3550 -35.0990 10.5380 2.1 -0.1 -0.3
H -3.4000 -29.7730 13.0030 0.0 0.0 0.4
H -6.2570 -33.5730 12.9430 1.2 -0.8 -0.5
O -8.0980 -33.6720 12.0070 0.6 0.3 0.7
H -7.0870 -32.0720 13.0100 -0.5 -0.9 0.3
H -1.5630 -33.0300 11.4210 0.0 0.9 -1.2
C -4.7340 -35.0250 10.4310 -1.9 -0.1 -2.0
C -4.7000 -31.8550 11.1400 0.1 -1.9 0.1
O -4.8970 -30.5520 10.7490 0.8 1.2 0.1
H -2.9860 -33.9570 14.6310 0.4 -0.4 -0.7
H -1.6580 -29.8350 13.5950 -0.8 0.0 -1.0
H -7.5740 -33.5270 14.0230 -0.3 0.2 0.5
H -5.5960 -32.4890 10.9360 0.3 0.6 0.9
H -9.0090 -33.5510 12.3040 0.3 0.0 -0.1
O -0.3460 -32.4900 14.1440 0.7 -1.3 -1.4
H -5.5950 -30.5870 10.1350 -1.2 0.5 -1.3
H -5.1820 -35.9810 10.2060 0.0 -0.7 0.2
H -4.3430 -31.7950 12.1640 -0.5 -0.6 0.2
C 0.4590 -32.8040 15.2390 -0.1 -1.7 1.8
H 0.4610 -33.9100 15.4990 0.1 1.0 -0.6
H -2.3340 -32.7950 9.2120 -0.8 -1.3 -0.8
H -2.8120 -35.1170 9.6950 -1.6 0.1 1.3
O -2.8700 -31.1240 14.4480 -2.2 -1.4 2.6
C -3.3030 -34.0820 13.5760 -0.1 2.0 0.9

***

3.
44
Properties=species:S:1:pos:R:3:forces:R:3 method="wB97M-V/def2-TZVPD" e_homo_ev=-9.2316 homo_lumo_gap_ev=9.34 lumo_ev=0.108
H 0.9384 1.8516 -3.5765 -0.2 0.4 0.2
C -1.0853 -1.5752 1.0962 0.2 -0.5 -0.2
C -1.4907 -0.4771 2.0538 -1.4 0.9 -0.3
H 0.5491 -4.1361 -0.1715 0.0 -0.2 -0.1
H 4.6738 -0.6044 -0.4362 -0.3 0.6 0.1
O -1.8811 1.0552 -4.5458 -0.2 0.1 -0.8
C -0.7688 0.8086 1.6832 0.3 -0.4 0.8
H 2.3990 -1.3028 -3.3052 0.1 -0.6 0.3
C -1.0340 1.4172 0.5241 0.1 -0.4 1.6
H 3.0434 -2.2463 2.8120 0.2 0.2 -0.1
C -1.9065 -2.8201 0.9339 -0.7 -1.4 -0.9
H 1.0862 0.9891 -0.6180 -0.6 0.6 -1.0
H 1.4581 -1.9654 -2.2025 0.2 -0.4 -0.2
C -0.5143 2.7352 0.0945 -0.7 1.8 -2.4
H -0.4067 2.2392 3.1396 0.3 0.2 -0.2
H -2.5644 -0.2566 1.9716 0.0 -0.2 -0.4
H 1.4074 -2.8929 -0.1289 0.1 0.0 0.0
H 1.7023 -2.6544 3.4101 0.0 0.0 0.1
C 0.1623 1.4032 2.7070 -0.3 1.1 -0.1
H 1.2179 0.6297 -2.7778 -0.7 -0.4 0.1
H -0.9761 1.2655 -4.2901 -0.3 -0.3 0.6
H 0.5162 3.0534 -0.0735 0.5 -1.0 1.0
O 3.8881 -1.0471 -0.7491 -0.1 -1.3 -0.4
H 3.0927 -0.4960 -0.8128 0.5 0.6 0.4
H -3.1372 3.6805 -1.1089 0.0 -0.2 -0.1
H -0.8278 2.8760 -0.9531 -0.2 -0.2 0.1
O 1.6534 -1.1771 -2.7146 -0.2 0.7 -0.2
H -1.4359 -3.8192 0.9971 0.5 0.2 0.7
H -1.4416 -0.6916 3.1228 0.7 -0.4 -0.1
O -3.4604 3.4430 -0.2366 -0.3 0.3 0.2
H 0.4600 0.8629 3.6022 -0.1 -0.8 -0.4
H -0.9897 3.6123 0.5437 -0.1 -0.4 0.6
H -0.0445 -1.8570 1.2344 0.0 -0.1 0.3
H -3.5454 2.4874 -0.2091 0.0 0.0 -0.2
H -2.4357 1.0335 -3.7661 0.3 0.0 0.3
H -1.8610 0.9377 0.0078 0.2 0.3 -0.7
O 1.7935 0.6927 -0.0641 0.7 -0.6 0.5
O -3.0164 -2.8742 0.4527 0.0 0.9 0.6
H 1.2801 0.2193 0.6013 0.2 0.0 0.2
O 2.4571 -2.9959 2.9212 -0.3 -0.2 -0.1
H 1.0501 1.7960 2.2096 0.0 0.2 0.2
O 0.6042 -3.2473 -0.5342 0.5 0.1 -0.2
H -1.1324 -1.2627 0.0490 0.1 0.7 0.1
O 0.5229 1.3103 -2.8931 0.9 0.2 -0.3

***

These records have energy above the lowest of the compared OMol25 structures with the same formula, charge and spin values of 0.9271; 4.9505; 2.3715 eV, in the order they appear.